65
Properties=species:S:1:pos:R:3:forces:R:3 method="wB97M-V/def2-TZVPD" multiplicity=4 relative_energy_kj_mol=0.0 largest_force_ev_per_a=2.4 e_tot_ha=-2843.21549 orbital_gap_ev="5.35 / 5.79" homo_energy_ha="-0.1802 / -0.1964" total_charge=0
Mn 0.3220 0.0984 0.0858 -0.8 0.1 -0.5
Si -2.3985 0.6810 0.1069 2.2 0.5 0.2
P -2.4158 -1.4547 -0.7250 -0.2 -0.3 -0.5
N 0.2858 0.1166 -1.7037 -0.1 -1.7 1.6
H 0.6224 -0.1841 2.1344 0.2 -1.7 1.7
C -1.1497 -2.6833 -1.1791 0.5 0.0 0.3
H -1.5967 -3.4870 -1.7808 -0.3 0.4 0.1
H -0.6971 -3.1004 -0.2710 -0.1 0.2 -0.3
H -0.3653 -2.1636 -1.7462 -0.2 0.0 0.2
C -3.5186 -2.3739 0.3920 -0.3 -0.2 0.0
H -3.8487 -3.2856 -0.1246 0.0 0.2 0.2
H -4.3954 -1.7709 0.6611 0.2 -0.2 -0.1
H -2.9788 -2.6504 1.3092 -0.1 0.1 -0.3
C -3.2962 -1.2329 -2.3016 -0.3 0.0 -0.1
H -3.8712 -2.1444 -2.5136 0.1 0.2 -0.1
H -2.5610 -1.0617 -3.0995 -0.1 0.0 0.3
H -3.9700 -0.3703 -2.2538 0.1 -0.2 -0.1
C -2.6696 0.8800 1.9509 -0.4 -0.2 0.1
H -1.7255 1.1442 2.4486 -0.3 -0.2 -0.2
H -3.1018 -0.0130 2.4167 0.0 0.3 0.1
H -3.3679 1.7196 2.0744 0.1 -0.2 0.1
H -1.1325 1.4603 -0.1255 -0.3 0.3 -0.1
H -3.4185 1.4621 -0.6398 -0.2 -0.4 -0.1
C 0.3069 0.7252 -2.8562 -0.2 0.8 -1.2
C 1.4451 1.1359 -5.0005 -0.4 0.3 0.0
C 1.3211 0.4086 -3.8352 -0.2 0.1 0.3
C -0.6587 1.7291 -3.2458 0.4 -0.4 0.1
C -0.5065 2.4396 -4.4199 0.3 -0.1 -0.3
C 0.5498 2.1730 -5.3031 0.0 0.0 0.1
H 2.2464 0.9053 -5.6952 0.0 0.0 0.0
H 2.0006 -0.4147 -3.5956 -0.2 0.3 -0.1
H -1.4912 1.9280 -2.5656 0.2 0.0 -0.2
H -1.2182 3.2214 -4.6666 0.0 0.0 0.0
H 0.6658 2.7506 -6.2124 0.0 0.0 0.0
C 0.5352 -1.3713 2.2080 0.2 1.8 -1.3
O 0.3144 -1.6505 0.8548 -0.4 -0.8 0.0
C 1.8203 -2.0469 2.6427 0.7 0.0 0.3
H 1.9465 -2.0952 3.7352 0.0 0.2 -0.3
H 2.7057 -1.5639 2.2142 -0.1 -0.1 0.0
H 1.8027 -3.0829 2.2777 -0.1 0.2 0.0
C -0.5932 -1.7928 3.1316 -0.5 0.0 0.5
H -0.9602 -2.7884 2.8438 0.2 0.2 -0.1
H -1.4423 -1.0994 3.1206 0.2 -0.2 -0.1
H -0.2506 -1.8793 4.1767 -0.1 0.2 -0.3
C 3.1575 1.4060 -0.6875 -0.2 -0.3 -0.6
N 3.3337 1.9108 0.6627 -0.5 0.0 0.1
C 4.6903 2.0538 1.1448 0.1 -0.2 0.1
C 4.7240 3.0037 2.3114 0.7 0.4 0.3
C 3.7013 2.6175 3.3483 -0.1 -0.3 0.1
N 2.4044 2.5605 2.7030 -0.3 0.0 0.2
C 1.2250 2.5945 3.5423 -0.4 -0.1 0.3
C 2.2512 2.0548 1.4590 -0.5 -0.9 -0.7
O 1.0865 1.6952 1.0813 1.4 1.4 0.4
H 2.5231 2.0780 -1.2798 0.1 -0.2 0.1
H 2.6903 0.4063 -0.7062 0.2 0.4 -0.1
H 4.1450 1.3482 -1.1592 -0.3 0.0 0.1
H 5.0898 1.0695 1.4502 -0.1 0.2 -0.2
H 5.3013 2.4182 0.3117 0.0 0.0 0.2
H 4.5187 4.0170 1.9620 0.0 0.0 0.0
H 5.7219 2.9896 2.7614 -0.1 0.1 -0.1
H 3.6304 3.3597 4.1499 0.2 -0.1 -0.1
H 3.9570 1.6358 3.8023 -0.1 0.4 -0.1
H 1.4691 3.1599 4.4480 -0.1 -0.1 -0.2
H 0.4010 3.0910 3.0199 0.2 -0.1 0.1
H 0.8930 1.5841 3.8330 0.1 0.3 -0.1